1.
Molecular formula: C4H5NO2S
Method: DFT, the ωB97M-V functional and the def2-TZVPD basis

XYZ file:
```
13
Properties=species:S:1:pos:R:3:lowdin_charge:R:1
C 0.85 0.11 -0.38 -0.3159
C -0.54 1.83 -0.12 -0.1074
C -1.22 0.84 0.42 -0.1180
C -0.39 -0.50 0.38 -0.5191
H 3.05 -1.89 0.44 0.2204
H -0.76 2.92 -0.06 0.1462
H -2.20 0.74 0.84 0.0926
H -0.05 -0.99 1.27 0.0895
H -1.96 -0.89 -1.40 -0.1378
N 2.09 -0.35 -0.48 0.0528
O 1.98 -1.58 0.17 -0.1849
O 0.67 1.42 -0.64 0.0144
S -1.50 -1.68 -0.45 0.7674
```

Computed properties:
E	-20645.4096	eV
spin multiplicity	1
energy above the lowest of the compared OMol25 structures with the same formula, charge and spin	4.770	eV
orbital gap	9.31	eV
charge	0
highest occupied orbital energy	-0.317	Eh

2.
Molecular formula: C4H5NO2S
Method: DFT, the ωB97M-V functional and the def2-TZVPD basis

XYZ file:
```
13
Properties=species:S:1:pos:R:3:lowdin_charge:R:1
C 0.48 0.68 0.15 -0.4141
C -0.43 0.40 -1.86 -0.0738
C -1.15 -0.37 -1.11 -0.1152
C -0.61 -0.36 0.27 -0.5307
H 1.49 1.28 2.78 0.1003
H -0.52 0.59 -2.90 0.1189
H -1.96 -1.07 -1.41 0.1318
H -1.30 -0.07 1.09 0.1201
H 1.17 -2.05 0.04 -0.1165
N 1.25 1.20 0.99 0.0723
O 0.90 0.72 2.26 -0.0777
O 0.59 1.07 -1.14 0.0355
S 0.08 -2.01 0.84 0.7493
```

Computed properties:
E	-20646.6602	eV
spin multiplicity	1
energy above the lowest of the compared OMol25 structures with the same formula, charge and spin	3.519	eV
orbital gap	9.64	eV
charge	0
highest occupied orbital energy	-0.326	Eh

3.
Molecular formula: C4H5NO2S
Method: DFT, the ωB97M-V functional and the def2-TZVPD basis

XYZ file:
```
13
Properties=species:S:1:pos:R:3:lowdin_charge:R:1
C -0.57 -1.21 1.09 -0.1513
C -0.76 -0.55 -0.20 -0.8704
C -0.15 1.75 -0.31 -0.2252
C 1.54 0.10 -0.82 -0.2419
H 0.12 -0.68 1.83 0.0861
H -0.13 -2.44 0.73 0.1869
H -1.80 -1.36 1.64 0.1702
H 0.75 2.24 -0.74 0.1211
H 2.02 1.08 -1.36 0.1738
N 0.18 0.43 -0.66 -0.1027
O -1.14 2.23 0.34 0.0236
O 2.08 -0.95 -0.49 0.0565
S -2.16 -0.64 -1.05 0.7734
```

Computed properties:
E	-20646.0309	eV
spin multiplicity	1
energy above the lowest of the compared OMol25 structures with the same formula, charge and spin	4.149	eV
orbital gap	8.41	eV
charge	0
highest occupied orbital energy	-0.340	Eh

4.
Molecular formula: C4H5NO2S
Method: DFT, the ωB97M-V functional and the def2-TZVPD basis

XYZ file:
```
13
Properties=species:S:1:pos:R:3:lowdin_charge:R:1
C -1.60 -0.54 -0.15 -0.3014
C -1.82 0.86 -0.38 -0.0742
C 0.92 0.01 0.16 -0.8344
C -0.18 -0.96 0.59 -0.0692
H -1.66 1.15 -1.44 0.1528
H -2.78 1.23 -0.18 0.1218
H 1.38 1.97 0.08 0.2341
H -0.56 -1.11 1.72 0.1737
H 0.11 -2.08 0.34 0.1481
N 0.55 1.17 -0.04 -0.0100
O -2.44 -1.49 -0.20 0.0528
O -0.81 1.63 0.43 -0.0825
S 2.61 -0.42 -0.21 0.4883
```

Computed properties:
E	-20645.0789	eV
spin multiplicity	1
energy above the lowest of the compared OMol25 structures with the same formula, charge and spin	5.101	eV
orbital gap	8.57	eV
charge	0
highest occupied orbital energy	-0.316	Eh

5.
Molecular formula: C4H5NO2S
Method: DFT, the ωB97M-V functional and the def2-TZVPD basis

XYZ file:
```
13
Properties=species:S:1:pos:R:3:lowdin_charge:R:1
C -2.17 -0.48 -0.83 -0.1996
C -1.17 0.54 -0.18 -0.1807
C 1.31 0.30 0.20 -0.7845
C 2.48 -0.33 0.77 -0.3295
H -3.05 0.19 -1.32 0.1468
H -0.69 1.30 -0.95 0.1104
H -1.82 0.92 0.81 0.1923
H -0.17 -1.18 0.16 0.1189
H 3.71 0.14 0.31 0.2032
N 0.02 -0.20 0.23 -0.0359
O -2.30 -1.73 -0.66 0.0032
O 2.24 -1.37 1.42 0.0193
S 1.61 1.91 0.04 0.7361
```

Computed properties:
E	-20645.7090	eV
spin multiplicity	1
energy above the lowest of the compared OMol25 structures with the same formula, charge and spin	4.471	eV
orbital gap	8.18	eV
charge	0
highest occupied orbital energy	-0.340	Eh

6.
Molecular formula: C4H5NO2S2
Method: DFT, the ωB97M-V functional and the def2-TZVPD basis

XYZ file:
```
14
Properties=species:S:1:pos:R:3:lowdin_charge:R:1
C 2.75 -0.24 0.36 -0.4461
C 1.55 -0.51 -0.48 -0.6276
C 0.22 -0.42 0.07 -0.5050
C -1.84 0.43 -0.21 -0.3278
N -3.15 0.37 0.21 -0.4810
O -3.72 1.42 0.44 0.0618
O -3.65 -0.75 0.31 0.0062
S 2.37 1.14 -0.73 0.8041
S -1.13 -1.02 -0.71 1.0602
H 2.60 -0.05 1.41 0.0764
H 3.65 -0.78 0.12 0.0734
H 1.67 -1.16 -1.34 0.1023
H 0.09 0.17 0.96 0.0857
H -1.41 1.40 -0.40 0.1176
```

Computed properties:
E	-31477.4449	eV
spin multiplicity	3
energy above the lowest of the compared OMol25 structures with the same formula, charge and spin	0.924	eV
orbital gap (spin up / spin down)	7.98 / 6.85	eV
<S²>	2.02
charge	0
highest occupied orbital energy (spin up / spin down)	-0.278 / -0.347	Eh

7.
Molecular formula: C4H5NO3
Method: DFT, the ωB97M-V functional and the def2-TZVPD basis

XYZ file:
```
13
Properties=species:S:1:pos:R:3:lowdin_charge:R:1
C -0.16 -0.14 -1.19 -0.5387
C 0.03 -0.43 0.72 -0.2174
N 0.81 0.11 -2.08 0.2419
C -1.36 0.78 0.64 -0.2613
C 0.76 -0.67 1.80 0.0761
O 0.04 -1.26 -0.44 0.0824
O -1.21 0.60 -1.19 0.0406
O -1.24 1.85 1.17 0.0417
H 0.76 0.95 -2.63 0.1333
H 1.69 -0.38 -1.99 0.1306
H -2.24 0.13 0.68 0.1346
H 0.73 0.02 2.64 0.0696
H 1.40 -1.55 1.87 0.0667
```

Computed properties:
E	-11858.5490	eV
spin multiplicity	1
energy above the lowest of the compared OMol25 structures with the same formula, charge and spin	3.452	eV
orbital gap	9.58	eV
charge	0
highest occupied orbital energy	-0.333	Eh

8.
Molecular formula: C4H5NO3
Method: DFT, the ωB97M-V functional and the def2-TZVPD basis

XYZ file:
```
13
Properties=species:S:1:pos:R:3:lowdin_charge:R:1
C 0.11 1.12 0.25 -0.4934
C -0.13 -0.23 0.82 -0.0055
C -0.18 -1.40 0.21 0.0435
C -0.17 -1.76 -1.25 -0.4599
H 0.10 3.09 0.46 0.1510
H -0.25 2.12 2.01 0.1547
H -0.17 -0.18 1.94 0.1226
H -0.55 -2.16 0.83 0.1049
H 0.90 -0.25 -1.49 0.0400
N -0.06 2.20 0.97 0.1708
O 0.43 1.20 -0.99 0.0016
O 0.78 -1.10 -1.97 0.0850
O -0.82 -2.65 -1.80 0.0847
```

Computed properties:
E	-11861.2928	eV
spin multiplicity	1
energy above the lowest of the compared OMol25 structures with the same formula, charge and spin	0.708	eV
orbital gap	9.79	eV
charge	0
highest occupied orbital energy	-0.379	Eh

Look up the charge of the sixth one. 0